Entry 1:
Formula: C11H27AgClNO5
Source: OMol25
Level of theory: the ωB97M-V functional and the def2-TZVPD basis

```
46
Properties=species:S:1:pos:R:3
Ag -6.00746 -24.74804 11.91120
Cl -7.43234 -25.28192 9.78353
O -5.77746 -22.27708 11.71867
O -4.32504 -24.70314 13.77338
O -4.71417 -26.91419 12.25404
O -7.83639 -25.06066 13.60519
O -3.89759 -24.05538 10.75480
N -6.85846 -24.04889 15.34853
C -5.52821 -27.87492 11.58674
C -5.03867 -21.98376 10.53577
C -4.76687 -27.03913 13.64970
C -3.90249 -25.96932 14.27671
C -2.69429 -24.77869 10.70637
C -3.51163 -23.64314 14.23458
C -9.30512 -24.25317 15.29189
C -7.06334 -21.70222 11.66649
C -7.95071 -24.50868 14.68899
C -3.70202 -22.67590 10.55961
C -6.80180 -23.47906 16.67562
H -2.21452 -24.65141 9.72531
H -10.03603 -24.44789 14.51168
H -2.85562 -26.11785 13.99277
H -9.38855 -23.19563 15.55113
H -3.21191 -22.51218 9.59045
H -6.52525 -24.23110 17.42162
H -3.96978 -22.71000 13.90697
H -9.52232 -24.86892 16.16202
H -7.00540 -20.61074 11.58067
H -4.42470 -28.03337 13.97311
H -1.98822 -24.42980 11.47183
H -6.03775 -22.70218 16.69655
H -2.49959 -23.70499 13.82243
H -2.91347 -25.83428 10.83016
H -5.62093 -22.30959 9.66755
H -4.86389 -20.90118 10.47472
H -7.75097 -23.04654 16.97668
H -7.67784 -22.12759 10.86587
H -5.38688 -28.87655 12.00373
H -7.57970 -21.94634 12.59730
H -5.79226 -26.94988 14.04304
H -6.58332 -27.58718 11.62017
H -3.45862 -23.62586 15.33104
H -5.25558 -27.86344 10.53400
H -3.05205 -22.27090 11.34939
H -4.04676 -25.98895 15.36266
H -5.99070 -24.18268 14.84179
```

Output
E ... -1473.3996 hartree
Spin multiplicity ... 1
Energy above the lowest of the compared OMol25 structures with the same formula, charge and spin ... 0.00 kJ/mol
HOMO energy ... -7.500 eV
LUMO energy ... 0.0132 hartree
Gap between HOMO and LUMO ... 7.86 eV

---

Entry 2:
Formula: C4H9NO
Source: OMol25
Level of theory: the ωB97M-V functional and the def2-TZVPD basis

```
15
Properties=species:S:1:pos:R:3
O -1.72120 0.36227 1.44046
N 0.88302 -0.49245 0.18550
C -0.09811 -0.43474 -0.89297
C -0.47489 0.97078 1.71268
C 0.65014 -0.57858 -2.21275
C 0.72036 0.14471 1.26737
H -0.36281 1.19048 2.78549
H -0.48755 1.93370 1.18784
H -1.69254 -0.53369 1.79971
H 1.53953 0.07773 1.99232
H -0.70609 0.47988 -0.87661
H -0.03706 -0.65883 -3.06145
H -0.79737 -1.27176 -0.76918
H 1.30480 0.28360 -2.37755
H 1.27976 -1.47310 -2.18085
```

Output
E ... -287.7650 hartree
Spin multiplicity ... 1
Energy above the lowest of the compared OMol25 structures with the same formula, charge and spin ... 177.01 kJ/mol
SMILES ... CC/N=C\CO
HOMO energy ... -9.356 eV
LUMO energy ... 0.0289 hartree
Gap between HOMO and LUMO ... 10.14 eV

---

Entry 3:
Formula: C8H17CuN2
Source: OMol25
Level of theory: the ωB97M-V functional and the def2-TZVPD basis

```
28
Properties=species:S:1:pos:R:3
Cu 0.27477 -0.32928 0.00530
N 0.80245 -0.24287 1.89725
N 1.88319 0.65942 -0.83848
C -4.18223 -3.26444 1.37172
C -0.77244 -2.11310 0.13306
C -1.69268 -2.57588 2.40783
C -3.16605 -2.84569 0.51558
C -3.94653 -3.34868 2.75017
C -1.86611 -2.53163 1.00850
C -2.70472 -2.97746 3.26371
C -0.83282 0.25229 -1.51407
H 1.03734 -1.22701 2.01343
H -0.73056 -2.25629 2.81710
H 1.61266 0.36608 1.93384
H -2.51850 -3.02722 4.32672
H -1.92137 0.21078 -1.44068
H -0.92055 0.78384 -0.32098
H 0.05252 0.03631 2.52035
H -4.70266 -3.73487 3.41664
H -0.47714 1.13222 -2.04301
H -0.55586 -0.62569 -2.18021
H 2.14555 1.53922 -0.39839
H -1.02409 -2.29726 -0.92342
H -5.15213 -3.57410 0.98130
H -3.39725 -2.69403 -0.55282
H 0.20691 -2.55978 0.38714
H 1.70540 0.85480 -1.82150
H 2.68487 0.02961 -0.79536
```

Output
E ... -2064.8743 hartree
Spin multiplicity ... 2
Energy above the lowest of the compared OMol25 structures with the same formula, charge and spin ... 256.51 kJ/mol
Total charge ... -1
HOMO energy (alpha / beta) ... 0.169 / -2.498 eV
LUMO energy (alpha / beta) ... 0.1296 / 0.1270 hartree
Gap between HOMO and LUMO (alpha / beta) ... 3.36 / 5.95 eV

---

Entry 4:
Formula: C12H30F3NO10PS
Source: OMol25
Level of theory: the ωB97M-V functional and the def2-TZVPD basis

```
58
Properties=species:S:1:pos:R:3
S 3.76096 -0.03004 -1.40635
P 4.01842 -3.01291 -1.64337
F 1.46857 1.01198 -1.66311
F 1.61634 -0.80118 -2.81096
F 1.37840 -0.87884 -0.63604
O 4.07023 -0.02030 -0.02543
O -6.41636 1.66765 0.99915
O 6.89217 -2.05431 -2.60030
O -1.05913 3.83494 1.80461
O 4.14614 1.15365 -2.08115
O 5.19456 -4.03344 -1.68730
O 3.52608 -2.85748 -0.16593
O -1.85316 1.04706 1.32827
O -8.13241 -0.70637 1.28306
O 2.94290 -3.34991 -2.56194
N 4.65116 -1.42312 -2.18770
C 6.14333 -1.14868 -1.91661
C 7.83362 -2.78762 -1.78816
C -0.95489 4.01611 0.40463
C 9.19244 -2.08781 -1.70278
C 1.90609 -0.23384 -1.65756
C -5.34153 0.81654 0.64534
C -7.59524 1.42016 0.24574
C -8.60166 0.60973 1.03141
C -7.63562 -0.87816 2.59797
C -0.48714 0.70455 1.24593
C -2.29960 3.26647 2.20256
C -2.16129 1.79216 2.50394
H -8.03547 2.39375 0.00993
H -2.61263 3.78178 3.11477
H 0.08660 4.24056 0.17616
H -7.10385 -1.82787 2.62987
H 7.96406 -3.74541 -2.27126
H -3.06575 3.43322 1.44021
H 0.16007 1.56329 1.44680
H -6.94832 -0.07714 2.88023
H -8.46219 -0.91892 3.31522
H -4.91830 1.12606 -0.31677
H 2.60472 -3.16463 -0.19070
H -4.57277 0.91273 1.40696
H -8.85521 1.11603 1.96708
H -3.11727 1.41900 2.88005
H -0.25404 -0.10450 1.94924
H 9.56515 -2.03390 -0.68892
H -5.64957 -0.23033 0.59339
H -1.56996 4.86229 0.08242
H -0.30126 0.35636 0.23820
H 6.34977 -1.08402 -0.85304
H 9.90486 -2.67856 -2.26474
H -1.40720 1.62353 3.27753
H 4.44336 -1.34072 -3.19246
H 4.81750 -4.92591 -1.68035
H -7.35338 0.92076 -0.69688
H -1.25490 3.11967 -0.14492
H 7.42451 -3.02020 -0.80932
H 6.34005 -0.15922 -2.32518
H 9.13439 -1.11186 -2.16952
H -9.51632 0.51718 0.43809
```

Output
E ... -2321.1675 hartree
Spin multiplicity ... 1
Total charge ... +1
HOMO energy ... -10.428 eV
LUMO energy ... -0.1562 hartree
Gap between HOMO and LUMO ... 6.18 eV